a | Density functional theory data (wB97M-V/def2-TZVPD) for C3H3NOS in the gas phase.

The geometry in ORCA input format:
```
! RIJCOSX wB97M-V def2-TZVPD def2/J DEFGRID3
* xyz 0 1
C -3.196 2.687 1.225
C -2.304 1.134 0.686
C 0.083 0.071 -0.088
N -3.720 3.633 1.584
O -2.862 0.098 0.607
S -0.705 1.646 0.385
H -0.690 -0.621 -0.406
H 0.618 -0.317 0.771
H 0.773 0.280 -0.898
*
```

Output
Molecular weight: 101.130 g mol⁻¹

Partial charges, Mulliken, in e: atom 1 (C): 0.026, atom 2 (C): 0.578, atom 3 (C): -0.777, atom 4 (N): -0.335, atom 5 (O): -0.402, atom 6 (S): 0.004, atom 7 (H): 0.296, atom 8 (H): 0.292, atom 9 (H): 0.317

---

b | Density functional theory data (wB97M-V/def2-TZVPD) for a molecular structure, C3H3NOS.

The geometry in ORCA input format:
```
! RIJCOSX wB97M-V def2-TZVPD def2/J DEFGRID3
* xyz 0 1
C -2.186 1.550 -1.693
C -1.607 0.640 -1.094
C -1.044 -0.419 -0.454
N 2.209 -1.449 1.329
O -0.341 -0.902 0.411
S 1.397 -0.103 1.386
H -2.557 2.326 -2.267
H 2.052 -1.970 2.251
H 2.078 0.326 0.131
*
```

Output
Molecular weight: 101.130 g mol⁻¹

Partial charges, Mulliken, in e: atom 1 (C): 0.080, atom 2 (C): 0.179, atom 3 (C): -0.360, atom 4 (N): -0.452, atom 5 (O): -0.430, atom 6 (S): 0.119, atom 7 (H): 0.430, atom 8 (H): 0.223, atom 9 (H): 0.211

---

Most stable one: a, least stable one: b.

---

a | Density functional theory data (wB97M-V/def2-TZVPD) for 2 unconnected molecules or ions with the total composition C3H3NOS.

The geometry in ORCA input format:
```
! RIJCOSX wB97M-V def2-TZVPD def2/J DEFGRID3
* xyz 0 1
C 3.236 -0.431 0.216
C 2.124 0.191 -0.306
C 0.385 -0.839 0.383
N 3.926 -1.059 0.919
O 1.729 1.129 -0.957
S -0.792 -0.677 -0.991
H 0.882 -1.880 0.567
H 0.048 -0.326 1.274
H -0.259 0.548 -1.270
*
```

Output
Molecular weight: 101.130 g mol⁻¹

Partial charges, Mulliken, in e: atom 1 (C): 0.057, atom 2 (C): 0.692, atom 3 (C): -0.647, atom 4 (N): -0.320, atom 5 (O): -0.460, atom 6 (S): -0.182, atom 7 (H): 0.339, atom 8 (H): 0.352, atom 9 (H): 0.167

---

b | Density functional theory data (wB97M-V/def2-TZVPD) for 2 unconnected molecules or ions with the total composition C3H3NOS.

The geometry in ORCA input format:
```
! RIJCOSX wB97M-V def2-TZVPD def2/J DEFGRID3
* xyz 0 1
C -1.941 0.667 1.952
C -0.895 0.450 0.075
C 1.442 -0.546 -0.948
N -2.514 0.841 2.920
O -1.524 0.526 -0.913
S 0.653 0.070 0.593
H 0.737 -0.448 -1.766
H 1.695 -1.590 -0.779
H 2.346 0.030 -1.134
*
```

Output
Molecular weight: 101.130 g mol⁻¹

Partial charges, Mulliken, in e: atom 1 (C): -0.064, atom 2 (C): 0.566, atom 3 (C): -0.761, atom 4 (N): -0.347, atom 5 (O): -0.336, atom 6 (S): 0.048, atom 7 (H): 0.297, atom 8 (H): 0.292, atom 9 (H): 0.305

---

Most stable one: b, least stable one: a.

---

a | Density functional theory data (wB97M-V/def2-TZVPD) for C2H2BrFO in the gas phase.

The geometry in ORCA input format:
```
! RIJCOSX wB97M-V def2-TZVPD def2/J DEFGRID3
* xyz 0 1
C -1.108 0.189 0.218
C 0.003 -0.360 -0.212
O 1.107 0.525 -0.615
F 0.271 -1.660 -0.251
Br 2.873 0.392 0.085
H -1.961 -0.321 0.425
H -1.186 1.235 0.349
*
```

Output
Molecular weight: 140.939 g mol⁻¹

Partial charges, Mulliken, in e: atom 1 (C): -0.684, atom 2 (C): 0.601, atom 3 (O): -0.399, atom 4 (F): -0.199, atom 5 (Br): 0.102, atom 6 (H): 0.319, atom 7 (H): 0.261

---

b | Density functional theory data (wB97M-V/def2-TZVPD) for 2 unconnected molecules or ions with the total composition C2H2BrFO.

The geometry in ORCA input format:
```
! RIJCOSX wB97M-V def2-TZVPD def2/J DEFGRID3
* xyz 0 1
C -1.347 -0.153 0.498
C 0.897 0.187 -0.555
O -1.137 -0.558 1.544
F 1.222 -0.949 -1.123
Br 1.904 0.451 1.031
H -2.337 0.003 -0.041
H 0.798 1.020 -1.354
*
```

Output
Molecular weight: 140.939 g mol⁻¹

Partial charges, Mulliken, in e: atom 1 (C): 0.066, atom 2 (C): -0.114, atom 3 (O): -0.240, atom 4 (F): -0.175, atom 5 (Br): -0.089, atom 6 (H): 0.266, atom 7 (H): 0.287

---

Most stable one: a, least stable one: b.

---

a | Density functional theory data (wB97M-V/def2-TZVPD) for C11H18N2O in the gas phase.

The geometry in ORCA input format:
```
! RIJCOSX wB97M-V def2-TZVPD def2/J DEFGRID3
* xyz 0 1
C -5.319 -0.166 0.743
C -3.532 1.310 -0.313
C -2.406 0.433 -0.806
C -3.291 -0.827 -0.477
C -0.310 -0.611 -0.569
C 0.980 -0.402 0.125
C 2.060 -1.358 -0.262
C 3.358 -1.105 0.564
C 3.903 0.295 0.388
C 2.794 1.409 0.690
C 1.444 1.114 0.077
H -4.002 2.070 -0.909
H -3.219 1.637 0.746
H -2.227 0.631 -1.915
H -3.669 -1.582 -1.194
H -2.676 -1.167 0.388
H -0.233 -0.686 -1.782
H -0.732 -1.532 -0.069
H 0.765 -0.627 1.156
H 2.503 -1.303 -1.272
H 1.817 -2.421 -0.311
H 4.064 -1.906 0.226
H 2.928 -1.255 1.585
H 4.829 0.477 0.984
H 3.994 0.480 -0.668
H 3.148 2.397 0.239
H 2.622 1.576 1.784
H 0.617 1.699 0.598
H 1.502 1.426 -1.012
N -6.045 -0.617 1.597
N -4.457 0.143 -0.236
O -1.209 0.471 -0.093
*
```

Output
Molecular weight: 194.278 g mol⁻¹

Partial charges, Mulliken, in e: atom 1 (C): 0.503, atom 2 (C): -0.646, atom 3 (C): 0.352, atom 4 (C): -0.721, atom 5 (C): -0.884, atom 6 (C): 0.772, atom 7 (C): -1.106, atom 8 (C): -0.625, atom 9 (C): -0.632, atom 10 (C): -0.748, atom 11 (C): -0.700, atom 12 (H): 0.258, atom 13 (H): 0.273, atom 14 (H): 0.307, atom 15 (H): 0.264, atom 16 (H): 0.333, atom 17 (H): 0.234, atom 18 (H): 0.355, atom 19 (H): 0.132, atom 20 (H): 0.398, atom 21 (H): 0.408, atom 22 (H): 0.353, atom 23 (H): 0.315, atom 24 (H): 0.305, atom 25 (H): 0.318, atom 26 (H): 0.293, atom 27 (H): 0.368, atom 28 (H): 0.213, atom 29 (H): 0.294, atom 30 (N): -0.522, atom 31 (N): -0.157, atom 32 (O): -0.309

---

b | Density functional theory data (wB97M-V/def2-TZVPD) for 2 unconnected molecules or ions with the total composition C11H18N2O.

The geometry in ORCA input format:
```
! RIJCOSX wB97M-V def2-TZVPD def2/J DEFGRID3
* xyz 0 1
C -0.185 1.156 2.069
C -1.403 1.992 0.008
C -0.385 -0.209 1.451
C -1.430 -1.703 -0.397
C -1.083 2.235 1.446
C -0.873 -0.293 0.198
C 0.181 -1.307 2.161
C 2.137 1.055 -0.894
C 0.534 0.023 -2.594
C 2.042 -1.324 -0.920
C 1.521 -0.016 -1.392
N -1.234 0.851 -0.529
N -2.543 -1.410 -1.120
O -0.892 -2.766 -0.201
H -0.430 0.933 3.208
H -1.657 2.859 -0.619
H -2.009 2.297 1.929
H -0.576 3.360 1.650
H 1.191 -1.062 2.646
H 0.330 -2.288 1.566
H -0.298 -1.687 3.165
H 1.920 2.090 -1.070
H 2.864 0.919 -0.003
H 0.960 1.412 2.091
H 0.112 1.066 -2.614
H 0.998 -0.170 -3.445
H -0.204 -0.707 -2.324
H 2.748 -1.640 -1.706
H 1.227 -2.026 -0.879
H 2.330 -1.139 0.079
H -2.851 -0.398 -1.210
H -3.042 -2.104 -1.751
*
```

Output
Molecular weight: 194.278 g mol⁻¹

Partial charges, Mulliken, in e: atom 1 (C): -0.590, atom 2 (C): -0.366, atom 3 (C): 1.140, atom 4 (C): 0.219, atom 5 (C): -0.620, atom 6 (C): 0.364, atom 7 (C): -1.843, atom 8 (C): -1.033, atom 9 (C): -1.124, atom 10 (C): -1.232, atom 11 (C): 0.864, atom 12 (N): -0.541, atom 13 (N): -0.316, atom 14 (O): -0.622, atom 15 (H): 0.317, atom 16 (H): 0.382, atom 17 (H): 0.345, atom 18 (H): 0.260, atom 19 (H): 0.327, atom 20 (H): 0.330, atom 21 (H): 0.349, atom 22 (H): 0.340, atom 23 (H): 0.253, atom 24 (H): 0.250, atom 25 (H): 0.238, atom 26 (H): 0.502, atom 27 (H): 0.332, atom 28 (H): 0.364, atom 29 (H): 0.212, atom 30 (H): 0.373, atom 31 (H): 0.261, atom 32 (H): 0.264

---

c | Density functional theory data (wB97M-V/def2-TZVPD) for C11H18N2O in the gas phase.

The geometry in ORCA input format:
```
! RIJCOSX wB97M-V def2-TZVPD def2/J DEFGRID3
* xyz 0 1
C -5.450 0.248 0.828
C -3.510 1.002 -0.613
C -2.499 -0.206 -0.748
C -3.690 -1.187 -0.284
C -0.155 -0.763 -0.482
C 1.037 -0.277 0.226
C 2.209 -1.341 0.345
C 3.464 -0.792 0.829
C 3.922 0.562 0.221
C 2.782 1.538 0.222
C 1.351 1.084 -0.268
H -3.680 1.357 -1.579
H -3.267 2.104 -0.090
H -2.184 -0.515 -1.709
H -4.221 -1.894 -1.054
H -3.281 -1.705 0.739
H 0.306 -0.373 -1.531
H -0.255 -2.090 -0.468
H 1.014 -0.049 1.405
H 2.208 -1.612 -0.792
H 1.846 -2.180 0.855
H 4.400 -1.415 0.706
H 3.379 -0.525 1.831
H 4.815 0.694 0.883
H 4.153 0.384 -0.847
H 3.011 2.700 -0.124
H 2.468 1.686 1.269
H 0.532 1.831 0.242
H 1.481 1.223 -1.466
N -6.260 0.425 1.600
N -4.582 0.113 -0.184
O -1.346 -0.028 0.039
*
```

Output
Molecular weight: 194.278 g mol⁻¹

Partial charges, Mulliken, in e: atom 1 (C): 0.418, atom 2 (C): -0.648, atom 3 (C): 0.001, atom 4 (C): -0.503, atom 5 (C): -0.570, atom 6 (C): 0.493, atom 7 (C): -1.008, atom 8 (C): -0.810, atom 9 (C): -0.508, atom 10 (C): -0.882, atom 11 (C): -0.442, atom 12 (H): 0.254, atom 13 (H): 0.253, atom 14 (H): 0.453, atom 15 (H): 0.246, atom 16 (H): 0.279, atom 17 (H): 0.329, atom 18 (H): 0.120, atom 19 (H): 0.271, atom 20 (H): 0.352, atom 21 (H): 0.396, atom 22 (H): 0.290, atom 23 (H): 0.424, atom 24 (H): 0.306, atom 25 (H): 0.289, atom 26 (H): 0.227, atom 27 (H): 0.383, atom 28 (H): 0.141, atom 29 (H): 0.282, atom 30 (N): -0.457, atom 31 (N): -0.078, atom 32 (O): -0.298

---

Most stable one: b, least stable one: c.

---

a | Density functional theory data (wB97M-V/def2-TZVPD) for 2 unconnected molecules or ions with the total composition C4H9O2.

The geometry in ORCA input format:
```
! RIJCOSX wB97M-V def2-TZVPD def2/J DEFGRID3
* xyz 1 1
H 3.143 0.873 0.703
C 1.105 0.644 0.066
C 2.034 -0.266 -0.604
O 2.654 0.992 -0.130
H 0.942 0.545 1.140
H 0.579 1.407 -0.509
H 2.037 -0.288 -1.694
H 2.376 -1.144 -0.056
O -3.135 0.545 -0.121
C -2.294 -0.324 0.453
C -1.247 -0.856 -0.219
H -3.780 0.882 0.511
H -2.433 -0.489 1.525
H -1.230 -0.811 -1.311
H -0.752 -1.711 0.246
*
```

Output
Molecular weight: 89.114 g mol⁻¹

Partial charges, Mulliken, in e: atom 1 (H): 0.412, atom 2 (C): -0.252, atom 3 (C): -0.074, atom 4 (O): -0.294, atom 5 (H): 0.315, atom 6 (H): 0.310, atom 7 (H): 0.259, atom 8 (H): 0.281, atom 9 (O): -0.448, atom 10 (C): 0.212, atom 11 (C): -1.137, atom 12 (H): 0.371, atom 13 (H): 0.314, atom 14 (H): 0.361, atom 15 (H): 0.372

---

b | Density functional theory data (wB97M-V/def2-TZVPD) for a gas-phase ion, C4H9O2 (charge +1).

The geometry in ORCA input format:
```
! RIJCOSX wB97M-V def2-TZVPD def2/J DEFGRID3
* xyz 1 1
C -0.212 0.773 0.127
C -0.725 2.081 0.662
C 1.703 -0.808 0.375
C -0.935 -1.354 -0.905
O 0.996 0.459 0.110
O -1.200 -0.132 -0.263
H -1.570 1.846 1.359
H 0.121 2.568 1.023
H -1.016 2.568 -0.270
H 2.465 -0.590 1.090
H 2.058 -1.131 -0.622
H 0.876 -1.426 0.711
H 0.054 -1.178 -1.578
H -0.839 -2.175 -0.252
H -1.777 -1.499 -1.568
*
```

Output
Molecular weight: 89.114 g mol⁻¹

Partial charges, Mulliken, in e: atom 1 (C): 0.892, atom 2 (C): -0.934, atom 3 (C): -0.582, atom 4 (C): -0.678, atom 5 (O): -0.275, atom 6 (O): -0.290, atom 7 (H): 0.343, atom 8 (H): 0.360, atom 9 (H): 0.324, atom 10 (H): 0.281, atom 11 (H): 0.313, atom 12 (H): 0.325, atom 13 (H): 0.299, atom 14 (H): 0.347, atom 15 (H): 0.275

---

Most stable one: b, least stable one: a.

---

a | Density functional theory data (wB97M-V/def2-TZVPD) for 2 unconnected molecules or ions with the total composition C3H11NO.

The geometry in ORCA input format:
```
! RIJCOSX wB97M-V def2-TZVPD def2/J DEFGRID3
* xyz 0 1
C -0.109 -0.649 -0.411
N 2.762 1.361 -3.706
H 0.438 0.293 -0.406
H -0.936 -0.540 -1.144
H 0.486 -1.456 -0.860
H 3.011 0.950 -2.819
H 2.743 0.714 -4.477
H 1.862 1.812 -3.626
C -1.523 -0.369 1.488
O -0.533 -1.143 0.824
C -1.130 -0.237 2.945
H -1.536 0.646 1.062
H -2.500 -0.778 1.250
H -1.876 0.306 3.512
H -0.976 -1.201 3.416
H -0.185 0.293 2.952
*
```

Output
Molecular weight: 77.127 g mol⁻¹

Partial charges, Mulliken, in e: atom 1 (C): -0.730, atom 2 (N): -0.655, atom 3 (H): 0.301, atom 4 (H): 0.313, atom 5 (H): 0.262, atom 6 (H): 0.228, atom 7 (H): 0.212, atom 8 (H): 0.222, atom 9 (C): -0.271, atom 10 (O): -0.345, atom 11 (C): -1.080, atom 12 (H): 0.298, atom 13 (H): 0.334, atom 14 (H): 0.353, atom 15 (H): 0.287, atom 16 (H): 0.272

---

b | Density functional theory data (wB97M-V/def2-TZVPD) for 2 unconnected molecules or ions with the total composition C3H11NO.

The geometry in ORCA input format:
```
! RIJCOSX wB97M-V def2-TZVPD def2/J DEFGRID3
* xyz 0 1
C 1.755 -0.316 -0.504
C 0.500 0.375 -0.205
C 0.429 0.936 1.156
N -0.655 -0.724 -0.300
H 2.575 0.406 -0.547
H 1.866 -0.932 -1.420
H 1.961 -0.933 0.393
H 0.172 1.084 -0.962
H -0.559 1.322 1.352
H 1.368 1.500 1.426
H 0.805 0.121 1.811
H -0.301 -1.189 -1.151
H -0.280 -1.382 0.410
H -3.802 0.457 -0.121
H -2.433 -0.404 -0.700
O -3.401 -0.321 -0.636
*
```

Output
Molecular weight: 77.127 g mol⁻¹

Partial charges, Mulliken, in e: atom 1 (C): -1.273, atom 2 (C): 0.347, atom 3 (C): -1.234, atom 4 (N): -0.759, atom 5 (H): 0.325, atom 6 (H): 0.407, atom 7 (H): 0.321, atom 8 (H): 0.290, atom 9 (H): 0.328, atom 10 (H): 0.345, atom 11 (H): 0.322, atom 12 (H): 0.248, atom 13 (H): 0.296, atom 14 (H): 0.302, atom 15 (H): 0.457, atom 16 (O): -0.723

---

Most stable one: a, least stable one: b.